A structure of composition C21H23CrN4O at a distorted geometry, computed with ωB97M-V with the def2-TZVPD basis set.

- expectation value of S² = 8.76
- highest occupied orbital energy (spin up / spin down) (eV) = -5.969 / -7.386
- gap between HOMO and LUMO (spin up / spin down) (eV) = 6.14 / 7.53
- F_max (eV Å⁻¹) = 4.1

Geometry as ORCA input:
```
! RIJCOSX wB97M-V def2-TZVPD def2/J DEFGRID3
* xyz 0 6
Cr 0.488 -2.720 -0.112
C 0.206 0.823 -0.170
O 0.276 -0.558 -0.085
H 0.993 1.405 0.310
H 0.363 1.079 -1.217
H -0.712 1.285 0.192
N 1.359 -2.725 -2.090
C 0.862 -1.908 -3.113
C 1.280 -1.986 -4.444
C 2.253 -2.865 -4.870
C 2.775 -3.682 -3.860
C 2.260 -3.614 -2.582
H 0.166 -1.158 -2.767
H 0.804 -1.324 -5.151
H 2.590 -2.897 -5.896
H 3.476 -4.463 -4.118
H 2.759 -4.229 -1.848
N -2.745 0.001 4.384
C -3.957 0.469 4.776
C -4.703 1.508 4.140
C -4.224 2.042 2.929
C -2.931 1.605 2.560
C -2.250 0.657 3.305
H -4.294 -0.190 5.562
H -5.680 1.835 4.464
H -4.833 2.771 2.415
H -2.455 1.985 1.668
H -1.216 0.644 2.994
N 2.445 -3.100 0.788
C 3.427 -2.129 0.719
C 4.782 -2.289 1.087
C 5.095 -3.483 1.671
C 4.127 -4.454 1.873
C 2.852 -4.252 1.425
H 3.172 -1.156 0.327
H 5.621 -1.709 0.733
H 6.057 -3.614 2.143
H 4.312 -5.393 2.375
H 2.063 -4.951 1.661
N -2.245 6.399 -1.213
C -3.448 5.860 -0.876
C -3.662 4.486 -0.809
C -2.566 3.646 -0.974
C -1.311 4.174 -1.395
C -1.292 5.533 -1.553
H -4.242 6.548 -0.623
H -4.549 4.031 -0.395
H -2.599 2.590 -0.748
H -0.525 3.465 -1.611
H -0.420 6.007 -1.980
*
```